No. 1
2 unconnected molecules or ions with the total composition C4H10O3 in a non-equilibrium geometry, computed with ωB97M-V/def2-TZVPD.

Positions of all 17 atoms, in Å:
C -1.190 0.706 0.482
C 0.077 0.113 -0.241
C -0.168 -0.364 -1.736
C 1.062 0.016 -2.709
O 2.260 0.069 -2.634
O 0.440 0.384 -3.808
H -1.544 1.578 0.015
H -0.871 0.879 1.518
H -1.978 -0.025 0.666
H 0.396 -0.845 0.203
H 0.920 0.772 -0.255
H -0.280 -1.439 -1.998
H -1.012 0.174 -2.184
H 1.025 1.028 -4.242
O 0.351 -0.685 5.709
H -0.414 -1.146 6.008
H 0.926 -1.213 5.206

**Energy relative to the best compared isomer or geometry (same formula, charge and spin)**: 26.8 kcal per mole
**Total energy**: -384.1069 Eh
**HOMO energy**: -10.3718 eV
**Net charge**: 0



No. 2
2 unconnected molecules or ions with the total composition C4H10O3 in a non-equilibrium geometry, computed with ωB97M-V/def2-TZVPD.

Positions of all 17 atoms, in Å:
O -2.936 0.773 2.515
C -2.657 0.733 1.313
C -1.765 1.583 0.360
C -0.737 0.825 -0.454
C 0.245 0.114 0.472
O 0.412 -1.324 0.252
H -3.138 -0.202 0.835
H -1.177 2.403 0.971
H -2.488 2.064 -0.261
H -1.307 0.005 -0.995
H -0.090 1.480 -1.188
H 1.246 0.588 0.547
H -0.165 0.147 1.600
H 0.902 -1.507 -0.624
O 4.430 -2.157 -1.759
H 5.125 -2.669 -1.268
H 4.100 -2.855 -2.317

**Energy relative to the best compared isomer or geometry (same formula, charge and spin)**: 56.7 kcal per mole
**Total energy**: -384.0592 Eh
**HOMO energy**: -9.7313 eV
**Net charge**: 0



no.,frontier orbital gap (eV)
1,11.1
2,10.3